This record from the Open Molecules 2025 dataset describes a structure of composition C6H11N. The level of theory is ωB97M-V with the def2-TZVPD basis set.

Geometry (Å):
C: -0.98927 -2.62950 0.80354
N: 0.50834 -2.20510 0.23588
C: 0.33460 -1.03946 -0.70764
C: 0.86749 3.31057 -0.15115
C: 0.67048 1.95381 -0.02115
C: -0.47993 1.28503 -0.56505
C: -0.75245 -0.11214 -0.37740
H: -0.99455 -3.44565 1.55138
H: -1.57573 -1.72930 1.08467
H: -1.38706 -2.99575 -0.13995
H: 0.84763 -1.75534 1.09376
H: 1.34667 -0.67991 -0.79794
H: 0.14731 -1.54490 -1.67783
H: 0.22232 3.97719 -0.69931
H: 1.65019 3.76212 0.49626
H: 1.45201 1.32939 0.46523
H: -1.08370 1.99816 -1.17437
H: -0.78434 0.52079 0.58107

* energy relative to the best compared isomer or geometry (same formula, charge and spin): 169.7 kcal/mol
* HOMO level: -7.14 eV
* orbital gap: 6.16 eV
* DFT total energy: -289.70121 a.u.

---

This record from the Open Molecules 2025 dataset describes an isolated molecule of C6H11N. The level of theory is ωB97M-V with the def2-TZVPD basis set.

Geometry (Å):
C: 0.67983 0.50169 -1.91308
C: 0.60028 1.60341 -0.94968
N: 1.13374 -0.82144 0.79990
C: -0.00500 -0.00537 0.89881
C: -0.08827 1.24964 0.32447
C: -1.54360 -1.93985 1.56407
C: -1.17456 -0.65890 1.61718
H: 1.23594 0.90111 -2.75598
H: 0.94575 -0.49309 -1.65973
H: -0.41560 0.52736 -2.26548
H: 0.29185 2.45928 -1.48464
H: 1.69597 1.86416 -0.69099
H: 1.64996 -0.58737 -0.00961
H: 1.15434 -1.75038 0.77444
H: -0.95068 1.94117 0.63256
H: -2.59559 -2.16397 1.77735
H: -0.83872 -2.68840 1.24131
H: -1.77563 0.06094 2.09908

* energy relative to the best compared isomer or geometry (same formula, charge and spin): 61.5 kcal/mol
* HOMO level: -7.78 eV
* orbital gap: 8.75 eV
* DFT total energy: -289.87366 a.u.

---

This record from the Open Molecules 2025 dataset describes a structure of composition C6H11N. The level of theory is ωB97M-V with the def2-TZVPD basis set.

Geometry (Å):
C: 2.19142 0.34380 0.61365
C: 1.51667 -0.77340 0.02139
C: -0.89162 0.12795 -0.01402
C: -1.93146 -0.89827 0.37817
C: -1.17905 0.86089 -1.31469
C: -0.27003 0.89167 0.94359
N: 0.51974 1.48264 1.60214
H: 2.51236 1.15743 -0.02997
H: 2.82378 -0.73193 0.10728
H: 2.52737 0.33453 1.63871
H: 1.25492 -1.61597 0.65312
H: 1.37422 -0.85765 -1.04757
H: -1.69400 -1.39099 1.32579
H: -2.92321 -0.43041 0.48869
H: -2.03898 -1.67094 -0.39424
H: -2.15313 1.37428 -1.27876
H: -0.42138 1.62405 -1.52450
H: -1.21763 0.17232 -2.16879

* energy relative to the best compared isomer or geometry (same formula, charge and spin): 107.2 kcal/mol
* HOMO level (spin up / spin down): -7.19 / -7.19 eV
* orbital gap (spin up / spin down): 7.95 / 7.95 eV
* DFT total energy: -289.80081 a.u.

---

This record from the Open Molecules 2025 dataset describes a structure of composition C6H11N. The level of theory is ωB97M-V with the def2-TZVPD basis set.

Geometry (Å):
C: 0.16718 -0.93177 0.11016
C: -0.13049 0.25016 -0.60697
C: -0.36515 1.36353 0.24388
C: -0.47666 0.75614 1.61121
C: 0.11159 -0.57631 1.60358
C: -0.15513 0.29033 -2.10773
H: 0.71148 -2.02625 -1.30639
H: 0.85928 -2.72510 0.19829
H: -1.49969 2.28129 -0.30942
H: 0.61645 2.31825 0.33528
H: 0.01031 1.46612 2.36427
H: -1.25802 0.94149 2.13252
H: 1.34170 -0.61521 2.03045
H: -0.19373 -1.40622 1.85325
H: 0.05124 -0.59924 -2.58541
H: -1.08347 0.69711 -2.63687
H: 0.92240 0.72253 -2.59662
N: 0.37070 -2.20686 -0.33348

* energy relative to the best compared isomer or geometry (same formula, charge and spin): 154.9 kcal/mol
* HOMO level: -7.35 eV
* orbital gap: 8.24 eV
* DFT total energy: -289.72482 a.u.

---

This record from the Open Molecules 2025 dataset describes an isolated molecule of C6H11N. The level of theory is ωB97M-V with the def2-TZVPD basis set.

Geometry (Å):
C: -1.55687 1.68062 2.16912
N: -0.19014 1.09745 2.05024
C: 0.20713 0.91425 0.68263
C: 1.06562 -2.18596 -3.05583
C: 0.41824 -2.00191 -1.86656
C: 0.72818 -0.83942 -1.00162
C: -0.00969 -0.43431 0.03094
H: -2.28263 0.87617 2.21359
H: -1.60119 2.10123 3.18354
H: -1.69728 2.47524 1.40923
H: 0.37320 1.78120 2.53287
H: -0.08171 1.75422 0.03095
H: 1.30254 1.07448 0.65498
H: 1.81536 -2.94670 -3.23544
H: 0.97618 -1.33307 -3.74458
H: -0.37111 -2.65053 -1.47542
H: 1.72677 -0.38673 -1.06908
H: -0.82260 -0.97623 0.49044

* energy relative to the best compared isomer or geometry (same formula, charge and spin): 100.1 kcal/mol
* HOMO level: -7.51 eV
* orbital gap: 7.56 eV
* DFT total energy: -289.81212 a.u.

---

This record from the Open Molecules 2025 dataset describes a structure of composition C6H11N. The level of theory is ωB97M-V with the def2-TZVPD basis set.

Geometry (Å):
C: 2.20630 0.18628 -0.41070
C: 0.91530 -0.00527 0.36828
C: 0.33417 -1.26444 -0.05475
C: -1.11386 -0.75428 0.31418
C: -2.30038 -0.11750 -0.26018
C: -0.32236 1.08725 0.22218
H: 1.94599 -0.50959 -1.48495
H: 2.87584 -0.53015 0.08842
H: 2.33653 1.47310 -0.35613
H: 1.44489 0.15242 1.37182
H: 0.62820 -2.22915 0.48281
H: 0.04885 -1.27526 -1.24249
H: -1.02599 -0.29442 1.38595
H: -2.90542 0.26160 0.60987
H: -3.16453 -0.37705 -1.02016
H: -0.12998 2.02354 -0.52915
H: -0.76790 1.74125 1.22651
N: -1.00565 0.43166 -0.71149

* energy relative to the best compared isomer or geometry (same formula, charge and spin): 214.5 kcal/mol
* HOMO level: -8.49 eV
* orbital gap: 9.53 eV
* DFT total energy: -289.62990 a.u.

---

This record from the Open Molecules 2025 dataset describes an isolated molecule of C6H11N. The level of theory is ωB97M-V with the def2-TZVPD basis set.

Geometry (Å):
C: 1.86288 -1.00724 0.19274
C: 0.78676 -0.02559 -0.25629
C: -0.19508 0.39866 1.22391
C: -1.39391 1.10241 0.87887
N: 1.28388 1.02493 -0.89685
H: 0.54061 1.66349 -1.18343
H: 0.54656 0.97764 1.76484
H: 1.43157 -1.85332 0.72762
H: 2.57487 -0.49272 0.83968
H: 2.41157 -1.37899 -0.67434
H: -2.32634 0.79242 1.33657
H: -1.31775 2.17046 0.69698
C: -0.31144 -0.78874 -1.17487
C: -1.49216 -0.29887 -1.34818
H: -1.70851 0.59379 -0.45138
H: -2.41490 -0.63193 -1.78777
H: 0.10292 -1.69112 -1.60024
H: -0.38154 -0.55529 1.71214

* energy relative to the best compared isomer or geometry (same formula, charge and spin): 127.0 kcal/mol
* HOMO level (spin up / spin down): -7.65 / -8.60 eV
* orbital gap (spin up / spin down): 7.23 / 8.30 eV
* DFT total energy: -289.76933 a.u.